P:
C5H11N3 | ωB97M-V/def2-TZVPD

Positions of all 19 atoms, in Å:
C 0.366 -0.674 1.939
N -0.200 0.453 1.245
C 0.833 1.318 0.774
C 0.982 1.310 -0.505
N 0.062 0.418 -1.146
C 0.792 -0.592 -1.907
N -0.736 -0.118 -0.125
C -2.142 0.137 -0.429
H -0.440 -1.434 2.232
H 1.120 -1.215 1.369
H 0.887 -0.231 2.828
H 1.418 1.997 1.417
H 1.782 1.865 -0.990
H 0.213 -0.838 -2.808
H 1.886 -0.345 -1.969
H 0.863 -1.651 -1.354
H -2.548 -0.717 -1.099
H -2.786 -0.167 0.529
H -2.221 1.195 -0.755

Summary:
Charge: 0
E_LUMO, eV: 1.1
SMILES: CN1C=CN(C)N1C
M, g mol⁻¹: 113.16
Orbital gap, Eh: 0.3243

Q:
C5H11N3 | ωB97M-V/def2-TZVPD

Positions of all 19 atoms, in Å:
C -0.351 1.989 -0.392
N 1.327 -1.404 0.519
C 1.066 0.042 0.186
C -0.188 0.560 0.051
N 0.991 -2.410 -0.449
N 2.346 0.427 0.110
C -1.368 -0.216 0.350
C -2.646 0.181 0.222
H 0.965 -1.691 1.426
H 0.037 -2.241 -0.759
H 1.595 -2.242 -1.249
H 2.566 1.399 -0.056
H 2.459 -0.961 0.482
H -1.215 -1.219 0.747
H -0.850 2.589 0.376
H 0.608 2.458 -0.612
H -0.965 2.052 -1.296
H -3.462 -0.476 0.492
H -2.914 1.162 -0.147

Summary:
Charge: 0
E_LUMO, eV: 0.8
M, g mol⁻¹: 113.16
Orbital gap, Eh: 0.2834

Stability, highest: Q

P:
C5H11N3 | ωB97M-V/def2-TZVPD

Positions of all 19 atoms, in Å:
C 2.544 -0.988 0.512
N 1.829 0.296 0.195
C 0.608 0.378 -0.292
C 0.223 1.847 -0.369
C -0.274 -0.717 -0.953
C -1.649 -0.823 -0.787
N -2.347 -0.173 0.208
N -1.735 -0.064 1.471
H 3.510 -1.013 -0.005
H 2.005 -1.857 -0.039
H 2.709 -1.013 1.534
H 0.545 2.307 -1.432
H -0.792 2.096 -0.227
H 0.679 2.286 0.535
H 0.123 -1.065 -1.860
H -2.254 -1.355 -1.574
H -3.377 -0.338 0.235
H -0.963 -0.716 1.424
H -1.385 0.911 1.424

Summary:
Charge: 0
E_LUMO, eV: 1.0
SMILES: C/N=C(C)\C=C/NN
M, g mol⁻¹: 113.16
Orbital gap, Eh: 0.3377

Q:
C5H11N3 | ωB97M-V/def2-TZVPD

Positions of all 19 atoms, in Å:
C -1.895 -0.997 -0.765
C -1.717 0.152 -0.094
N -2.596 1.237 -0.191
N -0.881 0.142 1.181
N 0.136 0.715 0.343
C 1.261 0.116 0.249
C 2.173 0.581 -0.828
C 1.669 -1.078 1.058
H -1.323 -1.876 -0.527
H -2.657 -1.082 -1.520
H -3.347 1.105 -0.854
H -2.139 2.139 -0.255
H -1.237 0.927 1.729
H 1.867 1.542 -1.235
H 3.182 0.681 -0.437
H 2.168 -0.160 -1.635
H 2.528 -0.823 1.679
H 0.859 -1.415 1.700
H 1.950 -1.905 0.402

Summary:
Charge: 0
E_LUMO, eV: 1.1
SMILES: C=C(N)NN=C(C)C
M, g mol⁻¹: 113.16
Orbital gap, Eh: 0.3379

R:
C5H11N3 | ωB97M-V/def2-TZVPD

Positions of all 19 atoms, in Å:
H -1.834 -2.093 0.848
N -1.137 -1.388 1.107
C -0.390 -1.084 0.086
C -0.543 -1.706 -1.271
C 0.849 -0.222 0.298
C 2.175 -0.891 0.468
N 0.717 1.068 0.310
N -0.626 1.439 0.124
C -0.884 2.876 0.119
H -0.922 -0.965 -1.978
H 0.412 -2.093 -1.636
H -1.241 -2.547 -1.231
H 2.554 -0.698 1.475
H 2.882 -0.491 -0.265
H 2.087 -1.971 0.329
H -1.233 1.014 0.835
H -0.727 3.282 1.124
H -0.218 3.395 -0.577
H -1.921 3.074 -0.164

Summary:
Charge: 0
E_LUMO, eV: 1.1
SMILES: [H]/N=C(C)/C(C)=N\NC
M, g mol⁻¹: 113.16
Orbital gap, Eh: 0.3455

Stability, highest: R